# 1
Density functional theory data (ωB97M-V with the def2-TZVPD basis set) for a single C9H8N2 molecule.

Output
frontier orbital gap: 9.093 eV
relative energy (zero: lowest compared OMol25 entry of this formula, charge and spin): 388.6 kJ/mol
HOMO level: -8.24 eV
SMILES: c1ccc(-c2ncc[nH]2)cc1

```
19
Properties=species:S:1:pos:R:3:forces:R:3:nbo_charge:R:1
C 0.25537 1.98279 -2.43230 3.4 -1.4 0.4 -0.2006
C -0.90475 1.65186 -1.86000 4.9 -4.5 5.6 -0.1796
C -1.10945 0.74880 -0.77516 6.8 0.6 -2.5 -0.1947
C 0.04571 0.05630 -0.33099 0.4 1.7 -0.5 -0.0649
C 0.02132 -0.86239 0.79433 -2.3 0.6 1.4 0.3070
N 0.53407 -2.02809 0.83782 0.5 -2.7 2.1 -0.4260
C 0.12309 -2.63270 2.07032 -3.9 9.8 -2.1 -0.0882
C -0.72161 -1.64962 2.77604 6.1 -2.6 -9.8 -0.0642
N -0.78946 -0.60172 1.92761 5.2 -8.6 -2.6 -0.4796
C 1.30376 0.42681 -0.87866 2.0 -0.6 1.3 -0.1808
C 1.40486 1.38654 -1.87037 0.7 -0.7 0.7 -0.2127
H 0.36229 2.50731 -3.35646 -0.3 0.7 -0.2 0.2178
H -1.61199 1.99036 -2.30570 -9.2 4.1 -4.8 0.1777
H -1.93887 0.50628 -0.31317 -4.5 -0.8 1.7 0.2002
H 0.44692 -3.42574 2.49001 2.3 -5.7 2.1 0.1779
H -1.08437 -1.80966 3.61859 -3.6 -0.6 7.4 0.1867
H -1.17649 0.15487 2.08451 -4.7 9.2 1.8 0.3768
H 2.37795 0.03018 -0.41725 -3.3 0.7 -1.2 0.2305
H 2.46165 1.56782 -2.05917 -0.4 0.6 -0.9 0.2167
```
Forces are in eV/Å.


# 2
Density functional theory data (ωB97M-V with the def2-TZVPD basis set) for 7 unconnected molecules or ions with the total composition C27H55NO15S4.

Output
net charge: +1
2S+1: 2
frontier orbital gap (alpha / beta): 9.090 / 2.617 eV
HOMO level (alpha / beta): -11.77 / -11.77 eV
expectation value of S²: 0.76

```
102
Properties=species:S:1:pos:R:3:forces:R:3:lowdin_spin:R:1
C -1.77275 5.12757 0.20096 0.5 1.5 -0.5 0.0002
C -3.07323 5.71473 -0.23680 -1.2 -2.4 -1.7 0.0000
O -4.12116 5.18030 0.04142 -1.2 -0.2 1.4 0.0002
N -3.07311 6.65248 -1.18877 2.0 2.3 -1.1 0.0001
C -4.18549 7.46914 -1.59274 -1.0 0.0 0.0 0.0000
H -1.86088 4.22265 0.80217 -0.2 0.5 0.2 0.0001
H -1.41478 6.04297 0.67215 1.1 -0.6 1.0 0.0000
H -1.12419 4.97647 -0.66196 0.0 -0.1 0.0 0.0000
H -2.22420 7.03713 -1.57800 0.4 -0.5 0.6 0.0000
H -3.94155 8.16300 -2.39720 0.5 -0.6 -0.3 0.0000
H -4.49428 8.17950 -0.82584 -0.4 -0.5 0.4 0.0000
H -4.96975 6.78347 -1.91350 -0.4 0.5 0.2 0.0000
C 0.59779 -6.76819 -4.32138 -0.2 -0.6 0.7 0.0000
C -0.37489 -6.53969 -3.17207 -1.2 1.3 -2.0 0.0001
O 0.17215 -6.48210 -1.85927 -1.0 -0.1 -1.0 0.0007
C 0.06633 -5.38016 -1.12147 1.2 1.9 -1.7 0.0002
O -0.11448 -4.19302 -1.43019 -0.5 -2.1 0.1 0.0040
O 0.47885 -5.77152 0.04006 0.0 -0.4 2.2 0.0000
C 0.38354 -4.89160 1.12607 -0.4 1.0 1.1 -0.0001
H 1.56720 -6.32077 -4.10196 0.0 -0.2 -0.4 0.0000
H 0.13068 -6.36330 -5.21914 0.3 0.2 0.0 0.0000
H 0.62197 -7.84675 -4.47706 0.8 0.0 -0.1 0.0000
H -1.16474 -7.26841 -3.35426 0.1 -0.6 1.3 0.0000
H -0.93359 -5.64349 -3.44188 0.3 0.6 0.8 0.0000
H -0.46788 -4.21166 1.09673 -0.4 -0.3 -0.5 0.0000
H 1.21834 -4.19910 1.23403 0.6 -0.4 -0.2 0.0000
H 0.26177 -5.47929 2.03596 0.3 -0.1 -0.2 0.0000
C 6.72130 3.14356 -4.31591 0.9 0.4 0.2 0.0000
C 6.97710 1.63709 -4.24165 1.2 1.0 2.1 0.0000
O 5.79653 1.06528 -4.62123 -3.5 -1.8 -2.3 0.0000
C 4.66922 0.91800 -3.92262 1.4 0.3 3.6 0.0000
O 4.64013 0.86344 -2.65774 -0.3 0.2 -4.1 0.0000
O 3.62626 0.83854 -4.77527 -0.5 0.1 2.0 0.0002
C 2.35060 0.71790 -4.08020 -1.1 -0.8 0.2 0.0002
H 6.41529 3.35077 -5.34135 -0.6 0.2 0.3 0.0000
H 7.51812 3.86062 -4.11839 0.8 -0.6 -0.1 0.0000
H 6.04828 3.45453 -3.51689 -0.8 -0.3 -0.5 0.0000
H 7.18250 1.25386 -3.24212 0.4 0.4 0.3 0.0000
H 7.76856 1.24663 -4.88134 -0.2 0.2 -0.3 0.0000
H 2.29085 0.82248 -2.99688 1.2 0.7 -0.1 0.0000
H 1.93026 -0.28596 -4.14105 0.4 -0.3 -0.8 0.0002
H 1.57727 1.37812 -4.47284 0.6 0.2 -0.5 0.0000
C -0.78705 0.35904 1.49933 -0.8 0.4 -2.0 0.0394
C 0.56471 -0.23875 1.20954 1.0 -1.0 -0.5 0.0212
C 0.58742 -1.07677 -0.12138 0.7 0.8 0.9 0.1199
S -0.78377 -0.46765 -1.16329 0.8 0.9 -1.9 0.0958
O -1.84062 -1.43892 -1.19023 -0.9 -0.7 0.7 0.3746
O -0.30291 0.04302 -2.43343 -0.2 0.1 1.7 0.1068
C -1.48052 0.83059 0.10266 -0.1 -1.0 1.8 0.1944
H -0.82784 1.30221 2.04418 0.4 -0.1 0.3 0.0139
H -1.40563 -0.38026 2.00818 -0.2 0.2 -0.2 0.0003
H 0.89335 -0.94923 1.96803 -0.3 0.0 0.3 0.0060
H 1.44379 0.39799 1.11005 -0.5 0.7 0.1 0.0020
H 0.51006 -2.16101 -0.04053 -0.3 0.0 -0.2 0.0009
H 1.46825 -0.74499 -0.67108 -0.1 -0.5 -0.3 0.0022
H -2.54694 0.60521 0.11039 0.0 0.1 -0.1 -0.0004
H -1.30804 1.85701 -0.22109 0.5 -0.3 -0.4 0.0091
C -4.72229 1.63498 -5.95413 0.1 -0.2 2.4 0.0001
C -3.84091 1.55050 -4.66272 0.4 0.0 -1.1 0.0001
C -3.18158 0.11404 -4.65878 -1.4 1.1 -0.8 0.0017
S -4.74115 -0.91644 -5.08418 0.7 -1.0 0.5 0.0008
O -5.28773 -1.33547 -3.78736 0.4 0.4 -1.3 0.0021
O -4.53025 -1.93975 -6.13738 -0.2 2.1 1.8 0.0013
C -5.70013 0.53282 -5.71757 -0.6 -2.3 -2.0 0.0009
H -4.03822 1.46035 -6.78460 -0.5 0.1 -0.3 0.0000
H -5.22472 2.60184 -5.98344 0.2 0.0 -0.3 0.0000
H -4.46552 1.70903 -3.78361 0.1 0.0 0.1 0.0000
H -3.20451 2.41621 -4.84615 0.8 -0.4 0.9 0.0000
H -2.72346 -0.19416 -3.71896 -0.5 -0.2 -0.1 0.0000
H -2.45557 0.02100 -5.46645 -0.1 -0.1 -0.1 0.0000
H -6.61690 0.60816 -5.13278 0.5 0.7 0.6 0.0000
H -6.06366 0.15611 -6.67362 -0.1 -0.2 -0.1 0.0000
C 5.14363 1.19077 5.68463 -0.1 0.4 0.0 0.0000
C 4.00259 2.22874 5.45314 -1.1 -2.5 -0.6 0.0000
C 3.01189 1.58131 4.42224 0.8 -0.4 0.7 0.0000
S 3.02399 -0.28228 4.82126 -0.6 0.4 1.2 0.0000
O 3.22201 -0.97879 3.57328 -0.3 -0.1 -0.4 0.0006
O 1.89178 -0.71513 5.68619 2.0 1.2 -1.4 0.0000
C 4.65184 -0.28546 5.69710 -0.1 1.1 0.0 0.0001
H 5.61936 1.45175 6.62996 0.2 -0.2 -0.1 0.0000
H 5.88735 1.29764 4.89498 0.0 0.0 0.0 0.0000
H 4.38566 3.19116 5.11387 -0.3 0.0 0.4 0.0000
H 3.35677 2.20677 6.33095 0.5 1.0 0.5 0.0000
H 3.39032 1.68697 3.40552 -0.2 -0.3 -0.1 0.0000
H 2.00385 1.97947 4.53813 0.0 -0.2 -0.1 0.0000
H 5.36531 -0.87866 5.12510 -0.5 -0.2 -0.1 0.0000
H 4.59290 -0.68472 6.70963 -0.5 0.0 -0.1 0.0000
C -1.47411 -2.28861 4.96595 -0.5 -0.8 0.5 0.0000
C -0.83208 -2.90611 6.23829 -1.3 0.4 -0.1 0.0000
C -1.86896 -2.86200 7.38384 -0.2 1.1 0.5 0.0000
S -3.09906 -1.60682 6.88288 -1.2 -0.2 -0.4 0.0000
O -3.23691 -0.58685 7.93172 0.1 -1.3 -1.6 0.0000
O -4.27076 -2.30900 6.31678 1.4 1.1 1.0 0.0000
C -2.15217 -1.01678 5.39836 0.3 0.6 1.3 0.0000
H -2.28789 -2.94653 4.66101 0.3 -0.3 -0.6 0.0000
H -0.66030 -2.21567 4.24450 -0.3 0.3 -0.3 0.0000
H -0.05602 -2.18096 6.48322 0.6 -0.8 0.2 0.0000
H -0.55120 -3.93094 5.99555 0.6 0.3 0.3 0.0000
H -1.48957 -2.41640 8.30341 0.4 -0.1 -0.1 0.0000
H -2.41581 -3.73923 7.72956 0.0 -0.2 -0.7 0.0000
H -1.42297 -0.31593 5.80479 0.1 0.2 0.0 0.0000
H -2.81907 -0.47962 4.72398 -0.1 -0.4 0.0 0.0000
```
Forces are in eV/Å.


# 3
Density functional theory data (ωB97M-V with the def2-TZVPD basis set) for a molecular structure, C23H44N5O4Zr.

Output
net charge: +3
frontier orbital gap: 8.399 eV
relative energy (zero: lowest compared OMol25 entry of this formula, charge and spin): 26.1 kJ/mol
HOMO level: -18.55 eV

```
77
Properties=species:S:1:pos:R:3:forces:R:3:mulliken_charge:R:1
Zr 0.89820 -0.42642 0.36280 0.1 -0.1 -0.2 0.9914
C -3.95223 -1.53539 -3.00463 0.0 0.0 0.0 -1.5405
C -3.03241 -0.42068 -2.51728 0.0 0.0 0.0 -0.3101
C -2.21766 0.17714 -3.66907 0.0 0.0 0.0 -1.2793
C -1.64383 1.58406 -3.43132 0.0 0.0 0.0 1.2606
C -0.90891 2.09354 -4.65940 0.0 0.0 0.0 -1.6431
C -2.70700 2.57564 -2.96959 0.0 0.0 0.0 -1.6754
N -0.59837 1.38759 -2.30909 0.1 0.1 0.0 1.0341
C -0.10072 2.59155 -1.56588 0.0 0.0 0.0 -1.1376
C -0.52359 2.62044 -0.10391 0.0 0.0 0.0 -1.6609
N 0.21721 1.76882 0.90143 0.0 0.0 0.0 1.3590
C 1.52880 2.44319 1.23243 0.1 -0.1 0.0 -0.4621
C 2.69750 1.49284 1.51101 0.0 0.2 0.0 0.1010
O 3.81065 1.84665 1.67343 0.0 0.0 0.0 -0.4562
O 2.31549 0.17092 1.49719 0.1 0.0 0.2 -0.7022
C -0.69496 1.72648 2.15799 0.0 0.0 0.0 -0.0504
C -0.94792 3.09480 2.78950 0.0 0.0 0.0 -1.5443
C -0.17451 0.75985 3.21990 0.0 0.0 0.0 -1.3292
C -0.60546 -0.71788 3.07193 0.0 -0.1 0.0 1.1770
C -1.76828 -1.01659 4.01323 0.0 0.0 0.0 -1.7940
C 0.54536 -1.67899 3.39896 0.0 0.0 0.0 -1.5472
N -0.94749 -1.04123 1.60199 0.0 -0.1 0.2 0.4806
C -2.40554 -1.17123 1.21728 0.0 0.0 -0.1 -1.7866
C -2.89998 -0.59580 -0.10443 0.0 0.0 0.0 -1.0316
N -2.15048 -0.83660 -1.35610 0.0 0.0 0.0 0.5588
C -1.57503 -2.18958 -1.54413 0.0 0.0 0.0 -0.5628
C -0.13662 -2.06445 -1.11033 -0.1 0.0 -0.1 0.4546
O 0.34247 -2.56843 -0.06054 0.0 0.0 0.0 -0.5812
O 0.56153 -1.10822 -1.62227 -0.1 0.0 -0.1 -0.5528
H -4.76018 -1.10663 -3.59641 0.0 0.0 0.0 0.5148
H -4.41199 -2.07648 -2.17648 0.0 0.0 0.0 0.3498
H -3.43720 -2.25292 -3.64496 0.0 0.0 0.0 0.3809
H -3.66658 0.36757 -2.10880 0.0 0.0 0.0 0.5623
H -2.86911 0.24912 -4.54200 0.0 0.0 0.0 0.5975
H -1.41332 -0.50775 -3.96357 0.0 0.0 0.0 0.2361
H -1.62738 2.29656 -5.45307 0.0 0.0 0.0 0.4708
H -0.19638 1.35728 -5.03840 0.0 0.0 0.0 0.4196
H -0.38503 3.02957 -4.45557 0.0 0.0 0.0 0.3924
H -3.59051 2.45919 -3.59747 0.0 0.0 0.0 0.3817
H -2.38085 3.60898 -3.08253 0.0 0.0 0.0 0.5317
H -3.02396 2.42162 -1.93595 0.0 0.0 0.0 0.3700
H 0.18747 0.89124 -2.73313 0.0 0.0 0.0 0.6506
H -1.04235 0.67543 -1.69048 0.0 0.0 0.0 -0.9297
H -0.52518 3.47303 -2.04017 0.0 0.0 0.0 0.3970
H 0.97636 2.65466 -1.68853 0.0 0.0 0.0 0.5400
H -1.57950 2.35541 -0.03356 0.0 0.0 0.0 0.7592
H -0.44257 3.65779 0.21909 0.0 0.0 0.0 0.5844
H 1.40830 3.09958 2.09268 0.0 0.0 0.0 0.4466
H 1.83959 3.07585 0.40266 0.0 0.0 0.0 0.5199
H -1.64292 1.35243 1.76580 0.0 0.0 0.0 0.0872
H -0.10503 3.44427 3.38564 0.0 0.0 0.0 0.4866
H -1.78349 2.97998 3.48029 0.0 0.0 0.0 0.5206
H -1.23064 3.87499 2.08708 0.0 0.0 0.0 0.2870
H -0.55783 1.10618 4.17953 0.0 0.0 0.0 0.7607
H 0.90852 0.84292 3.31620 0.0 0.0 0.0 0.0655
H -1.38674 -0.99144 5.03477 0.0 0.0 0.0 0.5044
H -2.18847 -2.00927 3.84895 0.0 0.0 0.0 0.3874
H -2.56467 -0.27298 3.95738 0.0 0.0 0.0 0.5140
H 1.07330 -1.37001 4.30003 0.0 0.0 0.0 0.4727
H 1.30853 -1.73382 2.60564 0.0 0.0 0.1 0.3571
H 0.17517 -2.69469 3.54870 0.0 0.0 0.0 0.4891
H -0.66215 -2.01856 1.55264 0.0 0.0 0.0 0.7871
H -3.01079 -0.69343 1.98288 0.0 0.0 0.0 0.5286
H -2.64846 -2.23252 1.26897 0.0 0.0 0.0 0.5306
H -2.98840 0.49212 -0.01558 0.0 0.0 0.0 0.4138
H -3.92710 -0.97006 -0.19294 0.0 0.0 0.0 0.5068
H -1.59222 -2.45441 -2.60078 0.0 0.0 0.0 0.7805
H -2.08333 -2.97926 -0.99061 0.0 0.0 0.0 0.3717
C 5.28699 -0.11184 -2.71469 0.0 0.0 0.0 -1.1838
C 4.72487 1.12824 -1.99793 0.0 0.0 0.0 -0.6044
C 3.38222 0.90815 -1.49430 -0.1 0.0 -0.1 0.1406
N 2.31557 0.72818 -1.09335 0.1 0.0 0.0 0.0738
H 6.29027 0.12520 -3.06031 0.0 0.0 0.0 0.3713
H 4.68173 -0.37908 -3.57844 0.0 0.0 0.0 0.3685
H 5.35248 -0.96145 -2.03827 0.0 0.0 0.0 0.3937
H 4.67916 1.99594 -2.66237 0.0 0.0 0.0 0.3389
H 5.33161 1.41116 -1.13170 0.0 0.0 0.0 0.3051
```
Forces are in eV/Å.


# 4
Density functional theory data (ωB97M-V with the def2-TZVPD basis set) for a molecular structure, C23H22Cl2F4FeN3OS2.

Output
2S+1: 6
frontier orbital gap (alpha / beta): 8.046 / 5.101 eV
HOMO level (alpha / beta): -7.55 / -7.61 eV
expectation value of S²: 8.80

```
58
Properties=species:S:1:pos:R:3:forces:R:3:nbo_charge:R:1
Fe 0.74295 0.09116 0.56037 -0.3 0.5 0.6 1.3828
C -4.13223 -1.86233 -0.15811 0.1 0.2 -0.1 -0.6199
C -3.76545 -0.50163 -0.73631 0.0 0.0 0.0 -0.2065
N -2.43214 -0.44100 -1.32256 0.3 -0.1 0.2 -0.4600
C -2.22859 -1.39658 -2.40733 -0.3 0.1 0.0 -0.2156
C -3.26540 -1.35545 -3.53682 0.2 0.0 0.1 -0.6405
C -2.07140 0.93583 -1.61415 0.1 -0.1 0.0 -0.2175
C -0.66474 1.13583 -2.20238 -0.3 0.0 -0.2 -0.2695
N 0.36661 0.32948 -1.57408 -0.2 -0.1 0.6 -0.4353
C 1.34892 -0.19214 -2.32385 0.3 -0.3 -0.4 0.0145
C 1.95470 -1.39786 -1.87683 -0.3 0.3 0.3 0.4116
F 1.41351 -1.97901 -0.80361 0.1 -0.2 0.1 -0.3041
C 2.99194 -2.00498 -2.53375 0.1 0.0 -0.4 0.3295
F 3.50400 -3.13540 -2.06192 0.0 -0.1 0.1 -0.2860
C 3.49023 -1.46382 -3.70614 -0.2 0.0 0.2 -0.2765
C 2.90237 -0.30805 -4.19462 0.0 -0.1 0.0 0.3326
F 3.36177 0.22250 -5.32793 0.0 0.1 -0.1 -0.2927
C 1.86199 0.31336 -3.54551 0.0 0.0 0.1 0.3273
F 1.39791 1.45578 -4.04528 0.0 0.2 0.0 -0.2895
H -5.08764 -1.78204 0.36232 0.0 -0.1 0.0 0.2137
H -4.23242 -2.61969 -0.93700 0.0 0.0 0.0 0.1996
H -3.37594 -2.19210 0.54800 0.1 0.0 0.1 0.2243
H -4.53194 -0.21303 -1.47487 0.0 0.1 0.0 0.1591
H -3.80467 0.24887 0.05801 0.0 0.0 0.0 0.1963
H -1.23967 -1.22526 -2.82868 0.1 -0.1 0.0 0.1839
H -2.21361 -2.39612 -1.96730 0.1 0.0 0.0 0.2028
H -3.42265 -0.33586 -3.89401 0.0 0.0 0.0 0.2021
H -2.91155 -1.95798 -4.37426 -0.1 0.0 0.0 0.2162
H -4.22346 -1.75911 -3.21007 0.0 0.0 0.0 0.2068
H -2.77783 1.38860 -2.33153 0.1 0.2 0.0 0.1678
H -2.13971 1.49668 -0.68398 0.0 0.0 0.1 0.2239
H -0.71766 0.93927 -3.27368 0.2 0.0 0.0 0.1974
H -0.39227 2.18844 -2.07564 -0.1 0.0 0.0 0.2389
H 4.31039 -1.93113 -4.23061 0.0 0.0 0.0 0.2574
Cl 1.77154 1.42096 2.84649 -0.1 0.4 0.4 0.0272
C 3.47225 1.14211 2.86713 0.4 -0.1 -0.2 -0.0502
C 4.18268 1.36584 4.03176 -0.1 0.0 0.0 -0.2261
C 5.54479 1.12381 4.05156 0.0 0.0 0.0 -0.2129
C 6.17759 0.65473 2.91245 0.1 0.0 0.0 -0.2251
C 5.45607 0.44440 1.75001 -0.3 0.1 0.2 -0.0405
Cl 6.28338 -0.14556 0.35397 0.2 0.0 -0.1 0.0143
C 4.07492 0.69198 1.68356 -0.1 0.0 0.2 -0.2110
S 3.18799 0.48181 0.19987 -0.7 -0.2 -0.4 -0.4318
H 3.66401 1.73035 4.90789 0.0 0.0 0.0 0.2265
H 6.11297 1.29715 4.95502 0.0 0.0 0.0 0.2189
H 7.23859 0.44592 2.91847 0.0 0.0 0.0 0.2271
O -0.76759 1.47444 1.27829 0.5 -0.2 -0.7 -0.6878
N -1.52154 1.19069 2.31959 -0.1 -0.4 0.3 0.0082
C -2.38778 2.13432 2.74585 -0.1 0.2 0.0 0.0298
C -3.19571 1.93210 3.83157 0.0 0.0 0.0 -0.2722
C -3.10516 0.72110 4.52053 0.1 -0.1 0.0 -0.1711
C -2.24296 -0.24332 4.06092 -0.2 0.1 0.1 -0.2314
C -1.44166 -0.02959 2.92885 0.1 0.0 -0.3 0.0320
S -0.39726 -1.22966 2.30634 0.2 -0.1 -0.4 -0.3231
H -2.38507 3.04402 2.16525 0.1 0.0 0.0 0.2313
H -3.88176 2.71056 4.12989 0.0 0.0 0.0 0.2306
H -3.69980 0.54818 5.40703 0.0 0.0 0.0 0.2246
H -2.15678 -1.20156 4.55184 0.0 0.0 0.0 0.2381
```
Forces are in eV/Å.


# 5
Density functional theory data (ωB97M-V with the def2-TZVPD basis set) for a gas-phase ion, C4H6NO2 (charge +1).

Output
net charge: +1
frontier orbital gap: 7.821 eV
relative energy (zero: lowest compared OMol25 entry of this formula, charge and spin): 390.8 kJ/mol
HOMO level: -14.09 eV

```
13
Properties=species:S:1:pos:R:3:forces:R:3:nbo_charge:R:1
C 0.38966 0.01723 0.80092 1.8 -0.1 2.2 -0.6466
C -0.76856 0.20327 1.66325 -1.0 -0.2 -0.7 0.0728
C 0.15417 -0.17063 -0.64844 -1.3 2.3 -0.5 0.7247
C 1.11339 -0.05770 -1.73171 1.6 -0.2 -1.4 -0.7570
N -1.74098 0.14560 2.30155 1.7 -0.9 0.4 0.2696
O -2.55678 -0.04424 3.12804 -1.1 0.5 0.0 -0.2981
O -1.04631 -0.19424 -1.12074 0.3 0.1 0.6 -0.5289
H 1.14574 0.75986 1.27047 -0.7 -0.3 -2.1 0.3655
H -1.77411 0.08745 -0.51882 0.3 -0.5 0.3 0.5415
H 1.04872 -0.83686 1.14973 -1.0 0.0 -0.4 0.3425
H 1.22663 1.02707 -2.06116 -0.1 -0.9 1.1 0.3315
H 0.68929 -0.43699 -2.67813 0.1 -0.4 0.6 0.2980
H 2.11913 -0.49982 -1.55494 -0.7 0.5 0.1 0.2844
```
Forces are in eV/Å.


no.,DFT total energy (eV)
1,-12439.159
2,-104419.572
3,-41463.897
4,-122696.596
5,-9818.551